Entry 1:
Here is a structure of composition C29H32IrN7O3PS in a non-equilibrium geometry from OMol25. Energies are from the ωB97M-V functional and the def2-TZVPD basis.

XYZ file:
```
74
C29H32IrN7O3PS | OMol25 | the ωB97M-V functional and the def2-TZVPD basis
Ir -0.30100 -0.08507 0.38538
N 2.90360 0.98867 2.77062
C 3.35324 -0.30523 2.66088
C 2.35843 -1.00106 2.05552
N 1.31549 -0.14607 1.79541
C 1.68323 1.05163 2.22899
C 0.77859 2.15466 2.07353
N -0.30184 1.94821 1.36535
C -1.03634 3.10443 1.39618
C -0.36712 4.02470 2.14646
N 0.78443 3.40347 2.57295
H 3.44610 1.75888 3.12766
H 4.31841 -0.61699 3.01803
H 2.31058 -2.04915 1.82090
H -1.99072 3.18870 0.90766
H -0.61341 5.03734 2.41288
H 1.47469 3.81546 3.18046
C 7.01064 -3.39956 -2.21645
C 5.89382 -2.41949 -1.99772
C 5.87874 -1.18949 -2.65002
C 4.83340 -0.29702 -2.47357
C 3.80382 -0.63254 -1.60632
C 3.80091 -1.84596 -0.92867
C 4.84104 -2.73272 -1.13524
S 2.50254 0.53004 -1.38565
O 2.29714 1.22870 -2.61963
O 2.70939 1.29207 -0.18231
N 1.17350 -0.38843 -1.06424
C 0.60571 -1.29729 -1.91874
C 1.06857 -1.75089 -3.15689
C 0.28750 -2.66006 -3.83920
C -0.90216 -3.12826 -3.27684
C -1.27039 -2.64470 -2.04248
N -0.53586 -1.73809 -1.38858
H 7.61525 -3.13518 -3.08106
H 6.62334 -4.40948 -2.34932
H 7.66652 -3.42307 -1.34351
H 6.69043 -0.93209 -3.31852
H 4.80757 0.64676 -3.00240
H 2.98514 -2.08648 -0.26396
H 4.83530 -3.69360 -0.63440
H 1.99589 -1.37452 -3.56463
H 0.59938 -3.00859 -4.81498
H -1.52340 -3.84727 -3.79061
H -2.17916 -2.98691 -1.55952
C -1.04928 -1.79754 1.74630
C -2.02872 -0.85447 2.16020
C -1.85371 -0.06959 3.32349
C -2.83895 0.77902 3.76259
C -4.02834 0.88904 3.03453
C -4.23770 0.11176 1.89301
C -3.25584 -0.74965 1.46934
C -5.03739 1.81856 3.45634
N -5.83324 2.58620 3.76600
H -1.33378 -2.56578 1.03936
H -0.24573 -2.04360 2.42747
H -0.93108 -0.16790 3.88386
H -2.71789 1.35564 4.66930
H -5.17932 0.19246 1.36710
H -3.41320 -1.37131 0.59719
C -3.23077 -0.04036 -2.96852
P -2.52463 1.25592 -1.95332
C -1.20925 2.03842 -2.88268
C -3.81464 2.47232 -1.69662
O -2.02474 0.72842 -0.60955
H -3.53981 0.36144 -3.93393
H -4.09901 -0.46471 -2.46218
H -2.49130 -0.82534 -3.11906
H -1.58223 2.45653 -3.81777
H -0.42594 1.30920 -3.10108
H -0.78073 2.83490 -2.27223
H -4.24825 2.75678 -2.65577
H -3.40202 3.36385 -1.22404
H -4.59113 2.05612 -1.05468
```

## Properties
**Lowest unoccupied orbital energy (alpha / beta)**: -7.62 / -7.43 eV
**Electronic energy**: -2576.69016 Eh
**Multiplicity**: 2
**Energy above the lowest of the compared OMol25 structures with the same formula, charge and spin**: 54.5 kcal per mole
**Total charge**: +2

Here are the Mulliken charges for atoms 1 to 2, given in e: Ir 2.97; N 0.05

Entry 2:
Here is a structure of composition C28H20N3NiO3S in a non-equilibrium geometry from OMol25. Energies are from the ωB97M-V functional and the def2-TZVPD basis.

XYZ file:
```
56
C28H20N3NiO3S | OMol25 | the ωB97M-V functional and the def2-TZVPD basis
Ni 0.00360 -0.22440 -0.28470
O -1.13780 6.52200 0.05490
C -0.00280 6.12490 0.06010
O 1.13220 6.52520 0.05560
C 0.00010 4.45600 0.07000
C 1.20600 3.78810 0.05950
C 1.16840 2.39580 -0.03560
N 0.00280 1.74820 -0.10540
C -1.16320 2.39380 -0.02800
C -1.20440 3.78600 0.06330
C -2.34780 1.51970 -0.03530
C -3.65120 1.99890 -0.09780
C -4.70040 1.09500 -0.07150
C -4.41780 -0.25730 0.03460
C -3.09130 -0.66150 0.07380
N -2.07870 0.19640 0.03010
C 2.35410 1.52430 -0.05760
C 3.65710 2.00770 -0.08850
C 4.70780 1.10550 -0.07050
C 4.42800 -0.25030 -0.01660
C 3.10190 -0.65860 -0.01170
N 2.08870 0.19900 -0.03390
H 2.13210 4.33750 0.12010
H -2.13270 4.33240 0.12420
H -3.84190 3.05640 -0.17490
H -5.71660 1.44600 -0.13770
H -5.20460 -0.99060 0.08470
H -2.84250 -1.71450 0.14530
H 3.84620 3.06720 -0.13010
H 5.72450 1.46080 -0.10220
H 5.21550 -0.98370 0.02130
H 2.85520 -1.71380 0.01390
O 0.00550 -2.00010 -1.22260
S -0.01090 -2.65110 0.13320
C 1.35650 -3.83020 0.09770
C 1.84110 -4.31210 -1.10540
C 2.93470 -5.16400 -1.09050
C 3.52490 -5.51090 0.11610
C 3.02790 -5.02360 1.31550
C 1.93710 -4.17160 1.30870
C -1.35820 -3.85040 0.04870
C -1.96990 -4.13710 -1.15870
C -3.06430 -4.98860 -1.16700
C -3.53000 -5.52610 0.02370
C -2.90180 -5.23790 1.22610
C -1.80860 -4.38980 1.24310
H 1.37980 -4.00270 -2.03050
H 3.33070 -5.55540 -2.01590
H 4.39160 -6.15320 0.12130
H 3.49690 -5.29990 2.24830
H 1.54750 -3.75840 2.22730
H -1.60670 -3.67640 -2.06450
H -3.56090 -5.22820 -2.09560
H -4.40100 -6.16290 0.01820
H -3.27130 -5.66570 2.14620
H -1.31400 -4.13460 2.16780
```

## Properties
**Lowest unoccupied orbital energy (alpha / beta)**: -3.71 / -4.93 eV
**Electronic energy**: -3375.25506 Eh
**Multiplicity**: 3
**Energy above the lowest of the compared OMol25 structures with the same formula, charge and spin**: 15.6 kcal per mole
**Total charge**: +1

Here are the Mulliken charges for atoms 1 to 2, given in e: Ni -0.35; O -0.66

Entry 3:
Here is the molecule C3H8N2O in a non-equilibrium geometry from OMol25. Energies are from the ωB97M-V functional and the def2-TZVPD basis.

XYZ file:
```
14
C3H8N2O | OMol25 | the ωB97M-V functional and the def2-TZVPD basis
C -1.13162 -0.95187 0.49152
N -0.15048 0.05418 0.20360
C -0.66406 1.24071 -0.36231
C 1.11028 -0.47880 -0.43292
N 2.07034 -0.04150 0.32899
O 1.18150 -1.17640 -1.38416
H -0.65389 -1.81747 0.95805
H -1.89737 -0.57004 1.17634
H -1.62626 -1.28596 -0.43197
H -0.82282 1.11915 -1.44600
H -1.61002 1.63547 0.02897
H 0.03225 2.09110 -0.27851
H 3.02817 -0.33212 0.23356
H 1.13398 0.51354 0.91484
```

## Properties
**Lowest unoccupied orbital energy**: 0.91 eV
**Electronic energy**: -303.79820 Eh
**Energy above the lowest of the compared OMol25 structures with the same formula, charge and spin**: 58.9 kcal per mole
**SMILES**: CN(C)C(N)=O

Here are the Mulliken charges for atoms 1 to 2, given in e: C -0.90; N -0.04

Entry 4:
Here is a cluster of 5 separate species, C72H63FO13S in total in a non-equilibrium geometry from OMol25. Energies are from the ωB97M-V functional and the def2-TZVPD basis.

XYZ file:
```
150
C72H63FO13S | OMol25 | the ωB97M-V functional and the def2-TZVPD basis
C 6.26041 -3.30315 -2.03957
C 7.34975 -2.26629 -2.38717
C 6.93186 -0.77997 -2.30486
C 5.71498 -0.63668 -3.23045
C 6.79666 -0.18441 -0.84115
C 7.36243 -1.18294 0.19680
C 8.90720 -1.15370 0.14239
C 6.94606 -1.01291 1.67128
C 7.37132 -2.21459 2.53840
O 7.77706 0.97265 -0.83007
S 7.18518 2.16460 -1.64960
O 7.50276 3.36390 -0.96018
O 7.49647 2.11662 -3.03888
O 5.64542 1.73016 -1.51742
C 5.51395 0.66310 -0.53528
C 5.50375 1.42701 0.81922
C 4.50666 2.59926 0.90965
C 5.04324 3.98866 0.58240
O 3.33386 2.31309 0.15748
C 4.25028 -0.23878 -0.60561
C 3.10469 -0.00388 -1.62195
C 1.73946 0.07853 -0.95320
F 3.29978 1.09393 -2.43337
H 6.68864 -4.16376 -1.52718
H 5.79389 -3.67772 -2.94866
H 5.47521 -2.90245 -1.40091
H 8.24855 -2.49915 -1.82642
H 7.61586 -2.42442 -3.43381
H 7.72506 -0.22790 -2.79939
H 5.46409 0.39427 -3.45039
H 4.84663 -1.18318 -2.88406
H 5.99194 -1.09031 -4.18575
H 7.04291 -2.19610 -0.04048
H 9.31199 -2.08572 0.53581
H 9.29746 -0.35156 0.76469
H 9.29514 -1.06262 -0.86725
H 7.32269 -0.07691 2.07581
H 5.85745 -1.00204 1.70892
H 7.58885 -1.90528 3.55817
H 6.53760 -2.91635 2.60634
H 8.20478 -2.77051 2.12075
H 5.26977 0.76908 1.64765
H 6.49589 1.81931 1.04602
H 4.20042 2.64284 1.96138
H 4.42469 4.74087 1.06955
H 5.03704 4.15273 -0.49576
H 6.07440 4.09968 0.90615
H 3.06995 3.10144 -0.30945
H 4.60479 -1.25789 -0.76702
H 3.80348 -0.25078 0.38581
H 3.06355 -0.87196 -2.28085
H 1.38021 -0.93167 -0.75002
H 1.79748 0.58436 0.00809
H 1.02801 0.59524 -1.59171
O -1.27897 -1.53405 -0.23224
C -2.27448 -2.15207 0.08631
C -2.25002 -3.13949 1.20077
C -1.06277 -3.35445 1.88896
C -1.02977 -4.24640 2.94659
C -2.18333 -4.92596 3.32331
C -3.36684 -4.72302 2.63470
C -3.40493 -3.83330 1.56904
C -4.68892 -3.63751 0.83374
O -5.67834 -4.27363 1.12624
C -4.71609 -2.63218 -0.26624
C -5.90569 -2.39572 -0.94346
C -5.95113 -1.44335 -1.94774
C -4.80771 -0.72620 -2.28525
C -3.61651 -0.97086 -1.62370
C -3.56757 -1.91980 -0.61264
H -0.17283 -2.81768 1.59091
H -0.10487 -4.41180 3.48306
H -2.15728 -5.61555 4.15651
H -4.26776 -5.24906 2.91790
H -6.78996 -2.95568 -0.67311
H -6.87991 -1.25491 -2.46915
H -4.84966 0.02228 -3.06574
H -2.72062 -0.42338 -1.88279
O 6.33514 -7.08477 -1.86017
C 6.60950 -8.13978 -2.39287
C 5.96812 -8.53962 -3.67705
C 5.06133 -7.67465 -4.27648
C 4.47836 -8.01458 -5.48476
C 4.79887 -9.21980 -6.10064
C 5.69224 -10.09105 -5.50188
C 6.27696 -9.75713 -4.28706
C 7.22435 -10.71622 -3.65067
O 7.45483 -11.79459 -4.15421
C 7.88275 -10.30596 -2.37726
C 8.79597 -11.16676 -1.78221
C 9.43638 -10.79332 -0.61344
C 9.16799 -9.55794 -0.03350
C 8.25136 -8.70069 -0.61665
C 7.60273 -9.07157 -1.78771
H 4.82168 -6.73858 -3.79150
H 3.77431 -7.33873 -5.95171
H 4.34861 -9.47902 -7.04957
H 5.94373 -11.03238 -5.97008
H 9.00018 -12.12322 -2.24267
H 10.14924 -11.46405 -0.15259
H 9.67525 -9.26575 0.87636
H 8.03312 -7.74029 -0.17101
O -5.92941 3.30383 -1.76707
C -5.36006 4.12832 -1.08288
C -3.99343 3.87238 -0.54771
C -3.36123 2.67778 -0.86242
C -2.07945 2.42822 -0.40151
C -1.42180 3.37615 0.37557
C -2.05152 4.56531 0.70241
C -3.33981 4.81667 0.24669
C -4.00712 6.09459 0.62302
O -3.46376 6.89356 1.35584
C -5.36604 6.36197 0.06923
C -5.99549 7.56175 0.37664
C -7.24702 7.83856 -0.14649
C -7.87710 6.91857 -0.97846
C -7.25829 5.71769 -1.28048
C -6.00355 5.43291 -0.75636
H -3.87756 1.94623 -1.46783
H -1.58838 1.49422 -0.64630
H -0.41667 3.18305 0.72720
H -1.55096 5.30604 1.31027
H -5.49810 8.27093 1.02378
H -7.73726 8.77252 0.09564
H -8.85454 7.13960 -1.38688
H -7.74139 4.99453 -1.92257
O -12.03656 6.64976 6.63145
C -11.96712 6.93024 5.45389
C -13.13807 7.50471 4.73052
C -14.31438 7.73956 5.43076
C -15.40233 8.30030 4.78457
C -15.32061 8.63040 3.43594
C -14.15519 8.38731 2.73016
C -13.06170 7.82023 3.37227
C -11.82137 7.55121 2.59076
O -11.76998 7.78029 1.40023
C -10.64525 6.99706 3.31842
C -9.46769 6.76966 2.61947
C -8.35323 6.28165 3.27880
C -8.41138 6.01696 4.64319
C -9.58627 6.23069 5.34385
C -10.70816 6.71791 4.68507
H -14.36652 7.48327 6.47966
H -16.31695 8.48485 5.33225
H -16.16956 9.07701 2.93561
H -14.08346 8.63516 1.68040
H -9.42755 6.97845 1.55975
H -7.43600 6.11020 2.72940
H -7.53746 5.64203 5.15919
H -9.64205 6.02425 6.40352
```

## Properties
**Lowest unoccupied orbital energy**: -1.13 eV
**Electronic energy**: -4257.68684 Eh
**SMILES**: CC[C@@H](C)[C@@]1([C@@H](C)CC)OS(=O)(=O)O[C@@]1(C[C@@H](C)O)C[C@@H](C)F.O=C1c2ccccc2C(=O)c2ccccc21.O=C1c2ccccc2C(=O)c2ccccc21.O=C1c2ccccc2C(=O)c2ccccc21.O=C1c2ccccc2C(=O)c2ccccc21

Here are the Mulliken charges for atoms 1 to 2, given in e: C -1.14; C -1.19

Entry 5:
Here is a cluster of 2 separate species, C4H6FO4S in total in a non-equilibrium geometry from OMol25. Energies are from the ωB97M-V functional and the def2-TZVPD basis.

XYZ file:
```
16
C4H6FO4S | OMol25 | the ωB97M-V functional and the def2-TZVPD basis
C -2.49065 -0.67244 -0.78906
C -1.33589 -0.65640 -0.01914
C 1.58090 0.52017 -1.36050
C -0.40462 0.39565 0.16290
O 1.56075 -0.88887 1.30858
O -0.09124 -0.11712 2.85255
O 1.27155 1.50728 1.79429
O 2.23622 -0.51139 -1.24959
F -0.81095 1.65464 0.07620
S 0.48706 0.34264 1.65722
H -2.98019 -1.63896 -1.02520
H -2.89947 0.26916 -1.30705
H -0.69412 -1.42073 0.43198
H 1.98583 1.45933 -0.87040
H 0.69661 0.44088 -2.01558
H 1.88822 -0.68383 0.35280
```

## Properties
**Lowest unoccupied orbital energy (alpha / beta)**: 3.70 / 1.99 eV
**Electronic energy**: -954.86791 Eh
**Multiplicity**: 3
**Energy above the lowest of the compared OMol25 structures with the same formula, charge and spin**: 77.8 kcal per mole
**Total charge**: -1

Here are the Mulliken charges for atoms 1 to 2, given in e: C -0.96; C -0.23

Entry 6:
Here is the molecule C24H27N3O3 from OMol25. Energies are from the ωB97M-V functional and the def2-TZVPD basis.

XYZ file:
```
57
C24H27N3O3 | OMol25 | the ωB97M-V functional and the def2-TZVPD basis
C -3.34031 5.31100 0.86914
C -2.40426 4.45193 1.66335
C -2.49641 4.36725 3.04546
C -1.61699 3.57792 3.76655
C -0.62615 2.86485 3.11852
C -0.53494 2.94089 1.73738
N 0.49500 2.21686 1.05270
C 0.43802 0.83798 1.10433
O -0.51214 0.30400 1.68271
C 1.50906 0.09257 0.46857
C 1.51037 -1.28303 0.59228
N 0.60094 -1.98006 1.25303
C 0.55365 -3.41162 1.33197
C -0.52750 -3.99703 0.41656
C -0.18548 -3.77233 -1.06658
N -1.12947 -4.28358 -2.03348
C -2.43478 -3.65032 -2.01760
C -3.19106 -4.08624 -3.27446
O -3.32913 -5.48715 -3.32697
C -2.06744 -6.11119 -3.30190
C -1.28349 -5.72583 -2.04524
C 2.53740 0.80523 -0.25984
C 3.56800 0.17238 -0.96803
C 4.52310 0.89879 -1.64495
C 4.49169 2.28847 -1.64654
C 3.48586 2.93460 -0.96531
C 2.51196 2.20888 -0.27845
C 1.47282 2.97098 0.41820
O 1.44102 4.18475 0.45862
C -1.41621 3.72295 1.01305
H -4.07283 5.78997 1.51374
H -3.86626 4.71431 0.12509
H -2.78190 6.08341 0.34201
H -3.26185 4.92643 3.56441
H -1.69946 3.52363 4.84206
H 0.06879 2.25185 3.67177
H 2.31267 -1.86266 0.15284
H -0.16456 -1.41273 1.63754
H 1.53130 -3.81773 1.05400
H 0.34129 -3.69519 2.36780
H -1.48243 -3.52398 0.65016
H -0.61150 -5.06560 0.61869
H -0.08903 -2.69813 -1.25171
H 0.77958 -4.24235 -1.28409
H -2.30654 -2.56642 -2.02134
H -3.02817 -3.93949 -1.13339
H -4.20311 -3.67845 -3.28047
H -2.64555 -3.73219 -4.16191
H -2.25616 -7.18574 -3.32839
H -1.48762 -5.81683 -4.18955
H -0.29614 -6.19124 -2.07090
H -1.83307 -6.09527 -1.16227
H 3.62679 -0.90417 -1.00052
H 5.30369 0.37895 -2.18159
H 5.24470 2.85002 -2.17768
H 3.41903 4.01184 -0.94196
H -1.32521 3.77457 -0.06193
```

## Properties
**Lowest unoccupied orbital energy**: 0.32 eV
**Electronic energy**: -1320.76974 Eh
**Energy above the lowest of the compared OMol25 structures with the same formula, charge and spin**: 25.1 kcal per mole
**SMILES**: Cc1cccc(N2C(=O)/C(=C\NCCCN3CCOCC3)c3ccccc3C2=O)c1

Here are the Mulliken charges for atoms 1 to 2, given in e: C -1.51; C 0.61